# 1
The following is a quantum chemistry calculation of a single C3H3Br2P molecule at a distorted geometry, from the Open Molecules 2025 dataset.

```
9
C3H3Br2P, DFT the ωB97M-V functional and the def2-TZVPD basis
C -0.61 0.54 -0.02
C 0.66 0.44 -0.06
C 1.96 0.54 -0.03
P -1.89 -0.69 -0.76
Br -0.72 -2.58 -0.58
Br -3.36 -0.81 0.94
H -1.08 1.53 0.45
H 2.68 0.94 -0.82
H 2.35 0.08 0.88
```

Properties
- Structure (SMILES): C=C=CP(Br)Br
- Multiplicity: 1

---

# 2
The following is a quantum chemistry calculation of a single C3H3Br2P molecule at a distorted geometry, from the Open Molecules 2025 dataset.

```
9
C3H3Br2P, DFT the ωB97M-V functional and the def2-TZVPD basis
C 0.46 0.56 -0.29
C 0.36 -0.74 -0.01
C 0.41 -1.98 0.35
P -0.77 1.74 -1.07
Br -2.65 1.02 -0.06
Br 0.01 3.46 0.12
H 1.34 1.04 -0.16
H 0.68 -2.95 -0.21
H 0.16 -2.16 1.33
```

Properties
- Structure (SMILES): C=C=CP(Br)Br
- Multiplicity: 1

---

These records have LUMO level values of -0.083; -0.255 eV, in the order they appear.
These records have ΔE to the lowest compared entry with this formula, charge and spin values of 1.05; 2.85 kcal per mole, in the order they appear.
These records have Kohn-Sham gap values of 9.24; 9.15 eV, in the order they appear.